A molecular structure, C42H58N4O3Sn. Source: OMol25; level of theory: ωB97M-V/def2-TZVPD.

Atoms and positions in Å:
Sn (0.35629, 1.15886, 1.34566)
C (-4.24419, 3.65609, -2.93580)
C (-3.59847, 3.72711, -1.54684)
C (-2.96645, 2.42672, -1.15377)
C (-3.39171, 1.40952, -0.36191)
C (-4.63023, 1.23536, 0.46712)
C (-5.79592, 2.19032, 0.23578)
C (-2.36883, 0.33981, -0.30364)
N (-1.35089, 0.77337, -1.19792)
C (-1.68369, 2.04785, -1.75363)
C (-0.82228, 2.41000, -2.72191)
C (0.19748, 1.30728, -2.85800)
C (-0.03079, 0.09445, -3.79373)
C (-0.14719, 0.05984, -5.26954)
C (1.15143, 0.56281, -5.91616)
C (-0.15641, -0.85061, -2.81029)
C (-0.39358, 0.25152, -1.94307)
C (1.86740, 1.97102, -1.45437)
C (2.94399, 1.35563, -0.63527)
N (2.30039, 0.66573, 0.32659)
C (3.06702, -0.46642, 0.56368)
C (2.47043, -1.63746, 0.99447)
C (1.07852, -1.85153, 1.09562)
N (0.13814, -0.91735, 0.66700)
C (-1.08148, -1.48501, 0.83046)
C (-2.28593, -0.71730, 0.52227)
C (-0.97128, -2.78434, 1.34483)
C (0.40235, -3.02011, 1.51317)
C (1.03539, -4.29373, 1.97865)
C (0.96573, -5.40347, 0.92484)
C (-2.11179, -3.71858, 1.61529)
C (-2.73971, -4.28085, 0.33695)
C (4.31360, -0.33083, -0.13038)
C (4.21793, 0.80843, -0.91859)
C (5.26583, 1.35486, -1.84624)
C (4.81948, 2.55487, -2.67232)
C (5.41112, -1.34399, -0.15142)
C (5.31633, -2.27491, -1.36622)
N (1.62931, 1.49338, -2.60655)
C (-0.42356, -2.30861, -2.70941)
C (-1.89821, -2.62586, -2.99127)
H (-4.66867, 4.62151, -3.20475)
H (-5.04439, 2.91635, -2.95432)
H (-3.51877, 3.38347, -3.70289)
H (-4.33594, 4.03163, -0.81214)
H (-2.82208, 4.49653, -1.54619)
H (-4.33362, 1.27012, 1.52164)
H (-4.97765, 0.21111, 0.29922)
H (-5.58998, 3.19108, 0.60962)
H (-6.66929, 1.82234, 0.77168)
H (-6.06144, 2.25803, -0.81860)
H (-0.83272, 3.33938, -3.26745)
H (-0.97972, 0.70208, -5.57090)
H (-0.38330, -0.95324, -5.59774)
H (1.38145, 1.58022, -5.60142)
H (1.03895, 0.55234, -6.99832)
H (1.99500, -0.07158, -5.64881)
H (1.09790, 2.52044, -0.88769)
H (3.11152, -2.49689, 1.15376)
H (-3.18066, -0.95960, 1.08374)
H (0.53430, -4.62836, 2.89069)
H (2.07550, -4.11546, 2.25595)
H (-0.06461, -5.71269, 0.74844)
H (1.52635, -6.27882, 1.24817)
H (1.38215, -5.06373, -0.02476)
H (-2.88171, -3.19554, 2.19225)
H (-1.76482, -4.53752, 2.24756)
H (-3.22206, -3.49210, -0.24390)
H (-3.49261, -5.03236, 0.56966)
H (-1.98286, -4.74375, -0.29807)
H (5.61668, 0.56219, -2.51055)
H (6.13140, 1.63604, -1.23901)
H (3.97991, 2.30190, -3.31813)
H (5.63530, 2.90376, -3.30260)
H (4.52238, 3.38899, -2.03245)
H (5.38500, -1.94020, 0.76265)
H (6.37165, -0.82476, -0.15367)
H (4.34472, -2.77119, -1.39622)
H (6.08894, -3.04048, -1.32006)
H (5.44020, -1.72690, -2.29937)
H (-0.15699, -2.63376, -1.70129)
H (0.22203, -2.84455, -3.40565)
H (-2.54364, -2.18311, -2.23058)
H (-2.06034, -3.70183, -2.98661)
H (-2.20563, -2.24252, -3.96425)
C (2.51919, 0.35221, 3.82574)
O (1.15336, 0.22011, 3.40735)
C (0.34662, -0.28728, 4.47336)
C (-1.08393, -0.41109, 3.99733)
O (-1.47750, 0.70736, 3.21871)
C (-2.08438, 1.79396, 3.92924)
C (-1.12687, 2.67081, 4.70289)
O (-0.14088, 3.18125, 3.82993)
C (0.57832, 4.26453, 4.40765)
H (2.94687, -0.63313, 4.02009)
H (2.56692, 0.95787, 4.73269)
H (3.07505, 0.84298, 3.03307)
H (0.44519, 0.36647, 5.34262)
H (0.71687, -1.27944, 4.75453)
H (-1.75146, -0.54404, 4.85360)
H (-1.17658, -1.28320, 3.35013)
H (-2.84120, 1.39813, 4.61274)
H (-2.58507, 2.38789, 3.16456)
H (-0.65042, 2.12799, 5.52721)
H (-1.70718, 3.48910, 5.14548)
H (-0.08461, 5.11334, 4.58922)
H (1.35197, 4.55627, 3.70123)
H (1.04634, 3.96548, 5.34992)

The orbital gap is 5.91 eV. The LUMO energy comes out at -6.42 eV. For the energy relative to the best compared isomer or geometry (same formula, charge and spin), the calculation gives 0.1095 eV. Its total charge is +2. The calculation puts the HOMO energy at -0.4529 Eh.

These are the Mulliken partial charges, in e, on atoms 1 to 8: Sn 0.587; C -1.209; C -1.188; C -0.093; C 0.590; C -0.223; C -1.675; C -0.307

A molecular structure, C42H58N4OsP2S2. Source: OMol25; level of theory: ωB97M-V/def2-TZVPD.

Atoms and positions in Å:
Os (-12.87996, 5.88535, 12.65108)
C (-8.52488, 5.03625, 13.73691)
C (-9.89340, 4.40396, 14.10007)
C (-9.69650, 3.38758, 15.21315)
P (-11.23552, 5.66639, 14.38573)
C (-10.58520, 7.28295, 14.99178)
C (-9.71894, 7.35037, 16.27576)
C (-9.93270, 8.07688, 13.89649)
C (-12.28106, 5.05051, 15.70566)
C (-11.89955, 5.05926, 17.07422)
C (-12.80141, 4.87387, 18.08238)
C (-12.46291, 4.96372, 19.59746)
C (-14.08838, 4.47323, 17.71378)
C (-14.48305, 4.41057, 16.38260)
C (-13.59738, 4.72071, 15.34409)
N (-13.90727, 4.76454, 13.97433)
C (-14.98896, 3.97747, 13.52474)
C (-15.36033, 2.74306, 14.14261)
C (-16.49207, 2.09195, 13.75719)
C (-17.41241, 2.68178, 12.84438)
C (-18.80018, 2.12700, 12.70366)
C (-17.02755, 3.80614, 12.18118)
C (-15.74624, 4.38192, 12.41121)
P (-15.15521, 5.88189, 11.60262)
C (-15.20168, 5.58619, 9.69459)
C (-15.52863, 6.82449, 8.81759)
C (-16.07527, 4.39320, 9.22691)
C (-16.31476, 7.23404, 12.23527)
C (-17.57947, 7.39732, 11.39437)
C (-16.58135, 6.89165, 13.71435)
H (-7.85056, 4.16666, 13.65519)
H (-8.16518, 5.72097, 14.49152)
H (-8.53629, 5.52855, 12.80146)
H (-10.27712, 3.83169, 13.22741)
H (-9.14343, 3.77858, 16.05229)
H (-9.05995, 2.55672, 14.86708)
H (-10.66334, 2.89673, 15.53605)
H (-11.56937, 7.76861, 15.16841)
H (-8.99445, 6.57543, 16.38835)
H (-10.37091, 7.33129, 17.17392)
H (-9.24891, 8.29634, 16.20312)
H (-8.97752, 7.72112, 13.61674)
H (-9.81318, 9.12485, 14.17860)
H (-10.58691, 8.14986, 13.02658)
H (-10.89180, 5.39938, 17.33538)
H (-11.59000, 5.57940, 19.83558)
H (-12.35890, 3.95570, 19.98321)
H (-13.25678, 5.43076, 20.12379)
H (-14.82501, 4.39393, 18.48888)
H (-15.46638, 4.17645, 16.13201)
H (-14.71257, 2.45777, 14.93469)
H (-16.77960, 1.12282, 14.17096)
H (-19.40065, 2.34096, 13.57173)
H (-18.77169, 1.02861, 12.59602)
H (-19.26956, 2.51108, 11.83365)
H (-17.66377, 4.28071, 11.45788)
H (-14.18630, 5.32744, 9.52448)
H (-16.58719, 6.74733, 8.50144)
H (-14.89692, 6.79801, 7.92451)
H (-15.38067, 7.77490, 9.33522)
H (-17.11110, 4.54094, 9.49415)
H (-15.78200, 3.47356, 9.70428)
H (-16.03183, 4.31649, 8.15615)
H (-15.79824, 8.21891, 12.21930)
H (-18.08971, 6.43413, 11.18404)
H (-17.42606, 7.84385, 10.43089)
H (-18.27278, 8.06456, 11.87017)
H (-17.20287, 6.01821, 13.86934)
H (-17.10318, 7.78460, 14.09727)
H (-15.68755, 6.83966, 14.30263)
S (-14.25621, 7.75943, 16.51841)
C (-14.90898, 8.97046, 15.63377)
C (-16.03905, 9.59804, 16.22574)
N (-16.98954, 10.11240, 16.63891)
C (-14.49889, 9.38441, 14.34516)
S (-13.42834, 8.58308, 13.34482)
C (-15.10589, 10.50374, 13.67443)
N (-15.58289, 11.38186, 13.05044)
C (-7.49424, 3.40198, 9.90867)
C (-8.97125, 3.42011, 10.22751)
C (-9.78591, 2.28581, 10.17623)
C (-11.16447, 2.37118, 10.33926)
C (-12.05126, 1.17949, 10.15036)
C (-11.70931, 3.57617, 10.65165)
C (-10.97969, 4.73145, 10.74271)
C (-9.58791, 4.62388, 10.46513)
N (-11.57671, 6.00529, 11.06516)
C (-11.12456, 7.15348, 10.16966)
C (-11.38747, 6.72157, 8.73755)
C (-9.63889, 7.55707, 10.32219)
C (-11.93219, 8.43620, 10.43973)
H (-7.26565, 2.41065, 9.54675)
H (-6.87723, 3.63724, 10.73571)
H (-7.30737, 4.12232, 9.11288)
H (-9.34601, 1.32526, 9.95563)
H (-11.58042, 0.19936, 10.38909)
H (-12.44587, 1.16845, 9.15708)
H (-12.91083, 1.19388, 10.82189)
H (-12.79506, 3.71483, 10.81724)
H (-8.94246, 5.49674, 10.47694)
H (-11.03580, 5.73152, 8.54490)
H (-10.87296, 7.44659, 8.14325)
H (-12.42166, 6.82460, 8.55148)
H (-9.00550, 7.03666, 9.62878)
H (-9.30640, 7.43816, 11.35065)
H (-9.58492, 8.63037, 10.07064)
H (-12.94618, 8.22041, 10.61506)
H (-11.87072, 9.05017, 9.54479)
H (-11.54639, 9.01965, 11.28119)

As for the expectation value of S²: 6.046. The orbital gap (alpha / beta) is 7.26 / 5.99 eV. The LUMO energy (alpha / beta) comes out at 0.19 / -1.56 eV. The spin multiplicity is 5. For the energy relative to the best compared isomer or geometry (same formula, charge and spin), the calculation gives 0.5273 eV. The calculation puts the HOMO energy (alpha / beta) at -0.2600 / -0.2774 Eh.

These are the Mulliken partial charges, in e, on atoms 1 to 8: Os 1.155; C -1.376; C 1.688; C -1.543; P 1.149; C 1.372; C -1.783; C -1.386

Number 1: strongest force on any atom 0.011 Eh/bohr, M 785.66 g mol⁻¹. Number 2: strongest force on any atom 0.058 Eh/bohr, M 935.27 g mol⁻¹.